# 1
ORCA calculation (the ωB97M-V functional and the def2-TZVPD basis) on a cluster of 4 separate species, C21H49BNO13 in total.

```
85
Properties=species:S:1:pos:R:3:forces:R:3:lowdin_charge:R:1
C 1.59851 -2.40482 6.12897 -0.2 0.4 0.7 -0.074
O 1.23086 -1.37121 7.06777 0.1 -0.1 -0.7 -0.011
B -0.03573 -0.89256 6.68252 0.4 -0.6 0.6 -0.807
O -0.06042 0.32786 6.04893 0.4 0.4 0.0 0.158
N -1.16794 -1.71507 6.92603 -0.2 1.9 -0.3 0.147
C -2.47492 -1.24916 6.41312 -0.2 -1.6 0.5 -0.126
C -3.22296 -2.43580 5.74890 -1.2 -0.5 -0.4 -0.735
O -4.42118 -2.61160 6.08178 0.3 0.5 0.3 -0.095
O -2.59600 -3.10145 4.90208 0.7 0.2 -0.2 -0.076
H 1.08190 -3.32000 6.40391 -0.1 -0.2 -0.3 0.088
H 2.67230 -2.56722 6.15875 0.1 0.1 0.1 0.079
H 1.31295 -2.08010 5.12976 0.0 -0.3 -0.3 0.076
H -0.84400 0.84122 6.24590 -0.3 -0.1 -0.3 0.088
H -1.23581 -2.02152 7.88261 0.1 -0.6 -0.1 0.127
H -2.38287 -0.50400 5.62961 0.2 0.3 0.1 0.099
H -3.08527 -0.92208 7.25082 -0.2 0.4 -0.1 0.104
C -1.50211 -2.35250 1.86605 -0.3 0.1 0.1 -0.090
O -1.29245 -0.97878 1.57425 0.3 -0.1 -0.2 -0.202
C -0.46976 -0.34507 2.53858 -0.4 0.1 -0.2 -0.195
C 0.28876 0.80540 1.91642 0.1 0.1 0.2 -0.172
O 1.39681 0.40403 1.11190 0.0 0.1 -0.1 -0.125
C 1.09522 -0.23999 -0.11415 0.2 -0.2 0.0 -0.194
C 0.54513 0.67691 -1.18716 -0.2 -0.2 0.0 -0.201
O -0.79832 1.04203 -0.92377 0.1 0.2 0.2 -0.194
C -1.11147 2.34118 -1.36612 0.0 -0.2 0.0 -0.118
H -2.10284 -2.48074 2.77266 0.2 -0.1 0.1 0.068
H -2.03017 -2.79593 1.02172 0.0 0.1 -0.1 0.085
H -0.54166 -2.86940 1.98397 0.0 0.0 0.1 0.071
H 0.24402 -1.05710 2.96851 0.0 0.0 0.1 0.122
H -1.11790 0.03298 3.33838 0.2 0.0 0.2 0.124
H 0.72513 1.39290 2.72727 0.1 -0.1 0.0 0.126
H -0.38164 1.46700 1.36613 -0.1 -0.1 -0.1 0.116
H 0.44406 -1.10074 0.04891 -0.2 0.1 -0.1 0.116
H 2.05229 -0.62682 -0.47706 0.0 0.1 0.0 0.124
H 0.56711 0.15204 -2.15279 0.2 0.0 0.0 0.126
H 1.18172 1.56749 -1.25375 0.0 0.0 0.0 0.123
H -0.42390 3.07808 -0.93130 0.0 0.0 -0.1 0.086
H -2.12060 2.57619 -1.03376 0.0 -0.1 0.0 0.091
H -1.07600 2.40083 -2.46063 0.0 0.1 0.0 0.080
C -2.87235 6.55394 -7.29978 -0.1 0.1 0.1 -0.118
O -3.06620 6.79182 -5.92494 0.2 -0.2 0.0 -0.201
C -3.95504 5.86146 -5.32655 0.0 0.3 0.0 -0.201
C -3.63787 5.66973 -3.85901 -0.1 -0.1 0.1 -0.180
O -2.50468 4.85197 -3.60465 0.0 0.1 0.0 -0.129
C -1.22591 5.38526 -3.91776 0.1 -0.1 0.0 -0.182
C -0.75216 6.46616 -2.97062 0.1 0.2 -0.2 -0.199
O -1.43797 7.68787 -3.19565 -0.2 -0.1 0.1 -0.201
C -1.62388 8.43717 -2.01593 0.1 0.0 -0.1 -0.115
H -3.79137 6.74745 -7.86536 0.0 -0.1 -0.1 0.087
H -2.09369 7.23095 -7.64703 0.0 0.1 0.0 0.087
H -2.53984 5.52469 -7.47738 -0.1 0.0 -0.1 0.087
H -3.89751 4.89201 -5.83447 0.0 0.0 0.0 0.126
H -4.97481 6.25790 -5.42363 -0.1 -0.2 0.0 0.127
H -4.47656 5.13102 -3.41211 0.0 -0.1 0.0 0.129
H -3.56121 6.62656 -3.34114 0.1 0.1 -0.2 0.119
H -1.17726 5.71603 -4.95612 -0.1 0.2 0.0 0.119
H -0.53729 4.54257 -3.81856 0.0 0.0 0.1 0.120
H 0.31884 6.64369 -3.13627 0.1 -0.2 0.1 0.129
H -0.89745 6.12461 -1.93968 0.0 0.0 0.0 0.125
H -2.14119 7.84573 -1.25210 0.1 0.0 0.1 0.089
H -2.24311 9.29782 -2.26309 0.0 0.0 -0.1 0.087
H -0.66471 8.79046 -1.62054 0.0 0.0 0.1 0.088
C 3.42716 -8.02578 -2.44135 0.1 0.0 0.2 -0.119
O 3.78724 -7.05211 -1.49061 -0.2 0.1 -0.1 -0.198
C 4.64728 -6.05723 -2.01945 0.0 -0.2 0.3 -0.205
C 4.47109 -4.74067 -1.29251 0.1 0.1 0.0 -0.186
O 3.30457 -4.02050 -1.65745 0.0 0.0 0.0 -0.128
C 2.04673 -4.53227 -1.23056 -0.1 0.1 0.0 -0.176
C 1.77097 -4.35659 0.24586 -0.1 -0.3 0.1 -0.201
O 2.53180 -5.26892 1.02131 0.4 0.2 -0.1 -0.198
C 2.90987 -4.73476 2.27356 -0.1 -0.1 0.0 -0.106
H 4.29431 -8.63139 -2.73163 0.0 0.0 -0.1 0.086
H 2.67952 -8.67294 -1.98623 0.0 0.0 0.1 0.088
H 2.98658 -7.56166 -3.33159 0.1 0.0 -0.1 0.086
H 4.45050 -5.90539 -3.08735 0.0 0.0 0.0 0.124
H 5.68272 -6.40232 -1.89030 0.1 0.1 -0.2 0.126
H 5.30234 -4.09438 -1.58591 0.0 0.0 0.0 0.126
H 4.53434 -4.87317 -0.21153 -0.1 -0.2 0.0 0.120
H 1.91733 -5.57090 -1.53789 0.1 -0.1 0.2 0.118
H 1.30286 -3.94339 -1.77249 0.0 0.1 0.0 0.127
H 0.71050 -4.55467 0.44709 -0.1 0.2 -0.1 0.128
H 1.99562 -3.32197 0.52995 0.0 0.0 0.0 0.118
H 3.45319 -3.79077 2.14952 -0.1 0.0 0.0 0.089
H 3.57146 -5.45339 2.75468 0.0 -0.1 0.0 0.086
H 2.03444 -4.57420 2.91150 0.0 0.1 0.1 0.091
```
Positions in Å, forces in eV/Å.

Computed properties:
Total charge ... -1
DFT total energy ... -1887.25336 hartree
F_max ... 1.97 eV/Å
HOMO energy ... -0.158 hartree

***

# 2
ORCA calculation (the ωB97M-V functional and the def2-TZVPD basis) on a cluster of 2 separate species, C3H9Br2PSi in total.

```
16
Properties=species:S:1:pos:R:3:forces:R:3:nbo_charge:R:1
C -1.34356 1.52642 0.16288 0.9 -0.2 1.2 -1.126
C 1.19148 0.48393 1.43996 -0.5 0.8 -1.0 -1.120
C 0.89872 -0.64644 -1.39578 1.8 1.8 1.6 -1.086
Si -0.11064 0.13658 0.10597 1.5 -2.6 1.2 1.335
P -1.29018 -1.85238 0.88757 -0.2 1.4 -0.5 0.014
Br -2.27955 -1.58507 -3.43304 0.0 0.0 0.0 0.004
Br 0.45062 -2.96754 1.57230 0.5 -0.4 0.1 -0.212
H -2.20693 1.22642 -0.28806 -2.4 -0.7 -2.2 0.240
H -1.79818 1.60280 1.18315 1.3 0.4 -0.3 0.263
H -0.98897 2.43780 -0.28905 0.0 0.5 0.2 0.248
H 1.63010 -0.49526 1.64345 0.6 0.5 0.1 0.250
H 1.86094 1.37399 1.21875 -0.5 -1.4 0.3 0.242
H 0.54072 0.75315 2.25601 0.1 0.2 0.8 0.226
H 2.03526 -0.94035 -1.22821 -2.7 0.0 0.4 0.260
H 0.31439 -1.35051 -1.93962 -0.1 -0.4 -0.7 0.239
H 1.09576 0.29647 -1.89628 -0.3 0.1 -1.2 0.223
```
Positions in Å, forces in eV/Å.

Computed properties:
2S+1 ... 3
DFT total energy ... -5898.50246 hartree
F_max ... 3.31 eV/Å
HOMO energy (alpha / beta) ... -0.295 / -0.309 hartree
⟨S²⟩ ... 2.01

***

# 3
ORCA calculation (the ωB97M-V functional and the def2-TZVPD basis) on the molecule C7H5ClO2.

```
15
Properties=species:S:1:pos:R:3:forces:R:3:nbo_charge:R:1
C -0.78800 -0.84061 1.30155 1.2 -0.2 -1.4 -0.578
C 0.28734 -1.19651 0.26300 -0.6 -0.5 1.3 -0.237
C 1.39154 -0.25717 -0.31357 2.7 -0.5 0.5 -0.258
C 1.01500 1.14704 -0.02206 -1.1 0.5 -1.6 -0.342
C -1.59049 0.18741 1.12659 0.3 -1.4 1.4 0.732
C 0.26855 -0.75861 -1.14394 -1.5 0.7 -1.0 0.062
C -0.10535 1.38925 -0.71291 -0.8 0.9 0.2 0.278
O -2.37987 1.00606 1.23104 -1.1 1.3 -0.3 -0.442
O -0.66660 0.37853 -1.39599 1.3 -1.9 -0.5 -0.485
Cl -1.14967 2.77899 -0.77024 0.9 -0.1 0.0 0.037
H -1.09483 -1.54033 2.09721 0.4 0.5 -0.6 0.277
H 0.45106 -2.24229 0.38956 0.8 -0.6 -0.2 0.237
H 2.55040 -0.52284 -0.57343 -3.1 0.4 1.0 0.246
H 1.44959 1.96716 0.48006 0.9 0.2 0.7 0.247
H 0.36133 -1.49608 -1.95687 -0.2 0.8 0.3 0.226
```
Positions in Å, forces in eV/Å.

Computed properties:
SMILES ... O=C=C[C@@H]1[C@@H]2C=C(Cl)O[C@H]12
DFT total energy ... -880.28630 hartree
F_max ... 3.30 eV/Å
HOMO energy ... -0.313 hartree

***

# 4
ORCA calculation (the ωB97M-V functional and the def2-TZVPD basis) on the molecule C3H2S2.

```
7
Properties=species:S:1:pos:R:3:forces:R:3:nbo_charge:R:1
C -0.36764 0.08474 -0.26519 0.5 -0.4 1.3 -0.318
C -0.30927 1.11298 -1.04625 -0.7 0.2 0.0 -0.061
C 0.43903 -0.76995 0.65083 -1.3 2.9 0.8 -0.441
S -0.36867 2.36417 -1.99110 0.2 -0.6 0.3 0.161
S -1.33287 -0.80195 0.97947 0.2 0.7 -0.8 0.227
H 0.82139 -1.60948 0.28437 1.3 -3.6 -1.8 0.209
H 1.11803 -0.38050 1.38788 -0.2 0.8 0.3 0.223
```
Positions in Å, forces in eV/Å.

Computed properties:
SMILES ... S=C=C1CS1
DFT total energy ... -911.78846 hartree
F_max ... 4.22 eV/Å
HOMO energy ... -0.301 hartree

***

- Among the records above, which one has the lowest DFT total energy?
  C3H9Br2PSi

***

- Which of these has the lowest DFT total energy?
  C3H9Br2PSi